[1]
C2H3NaO2 as an isolated structure at a distorted geometry, computed with ωB97M-V with the def2-TZVPD basis set.

**F_max**: 3.7 eV Å⁻¹
**Energy relative to the best compared isomer or geometry (same formula, charge and spin)**: 213.2 kJ/mol
**<S²>**: 0.755
**Orbital gap (spin up / spin down)**: 7.572 / 10.020 eV

ORCA input file:
```
! wB97M-V def2-TZVPD RIJCOSX def2/J DEFGRID3
* xyz 1 2
C 0.647 -1.138 -0.053
O -0.320 -0.204 -0.058
O 1.945 0.220 0.099
Na -2.730 -0.206 0.095
C 1.021 1.117 0.070
H 0.704 -1.756 0.856
H 0.911 -1.624 -1.003
H 0.974 1.902 -0.711
*
```

***

[2]
One molecule with the formula C2H3O2P, computed with ωB97M-V with the def2-TZVPD basis set.

**F_max**: 0.4 eV Å⁻¹
**Energy relative to the best compared isomer or geometry (same formula, charge and spin)**: 131.5 kJ/mol
**Orbital gap**: 9.939 eV
**SMILES string**: O=CPC=O

ORCA input file:
```
! wB97M-V def2-TZVPD RIJCOSX def2/J DEFGRID3
* xyz 0 1
H 1.285 -1.070 -0.796
O -2.255 -0.037 0.643
P 0.000 1.029 -0.367
C 1.349 -0.192 -0.122
O 2.255 -0.037 0.643
C -1.349 -0.192 -0.122
H 0.000 1.566 0.916
H -1.285 -1.070 -0.796
*
```

***

[3]
A 2-piece molecular cluster, C2H3O2S2 overall at a distorted geometry, computed with ωB97M-V with the def2-TZVPD basis set.

**F_max**: 3.5 eV Å⁻¹
**Energy relative to the best compared isomer or geometry (same formula, charge and spin)**: 330.2 kJ/mol
**Orbital gap**: 6.199 eV

ORCA input file:
```
! wB97M-V def2-TZVPD RIJCOSX def2/J DEFGRID3
* xyz -1 1
H 2.333 -0.461 0.667
S 1.541 1.408 -0.834
S -2.398 -0.011 -0.235
C 0.375 0.530 0.274
O -2.841 -0.617 1.034
C 1.594 -0.169 0.004
H 0.262 1.125 1.125
H 1.336 -0.797 -0.746
O -2.200 -1.008 -1.290
*
```

***

[4]
C2H3O2S2 as an isolated structure at a distorted geometry, computed with ωB97M-V with the def2-TZVPD basis set.

**F_max**: 4.0 eV Å⁻¹
**Energy relative to the best compared isomer or geometry (same formula, charge and spin)**: 142.0 kJ/mol
**Orbital gap**: 6.761 eV

ORCA input file:
```
! wB97M-V def2-TZVPD RIJCOSX def2/J DEFGRID3
* xyz -1 1
O 0.002 1.415 -0.981
O 1.690 -0.153 -0.443
S -1.374 0.361 1.777
C -0.485 -0.781 0.026
H -1.534 1.258 0.913
C 0.431 0.400 -0.433
H -1.304 -0.677 -0.577
H 2.378 0.502 -0.773
S 0.196 -2.326 0.492
*
```

***

[5]
C2H3O2Se as an isolated structure at a distorted geometry, computed with ωB97M-V with the def2-TZVPD basis set.

**F_max**: 4.1 eV Å⁻¹
**Energy relative to the best compared isomer or geometry (same formula, charge and spin)**: 170.0 kJ/mol
**Orbital gap**: 6.994 eV

ORCA input file:
```
! wB97M-V def2-TZVPD RIJCOSX def2/J DEFGRID3
* xyz -1 1
O 1.902 0.198 -0.137
H -0.029 -1.418 -1.026
C -0.225 -0.700 -0.248
H -0.800 1.322 0.192
C 0.718 0.364 -0.063
O 0.239 1.544 0.283
H 0.248 -1.118 1.236
Se -2.053 -0.191 -0.238
*
```

***

[6]
C2H3O2Sm as an isolated structure at a distorted geometry, computed with ωB97M-V with the def2-TZVPD basis set.

**F_max**: 2.5 eV Å⁻¹
**Energy relative to the best compared isomer or geometry (same formula, charge and spin)**: 255.0 kJ/mol
**<S²>**: 12.008
**Orbital gap (spin up / spin down)**: 7.246 / 7.415 eV

ORCA input file:
```
! wB97M-V def2-TZVPD RIJCOSX def2/J DEFGRID3
* xyz 1 7
C 0.643 0.783 -0.044
O -0.623 -1.124 -0.107
O -0.271 1.246 0.837
C 0.501 -0.518 -0.593
H 0.579 0.666 -1.429
Sm -1.734 -0.080 1.712
H 1.710 1.004 0.142
H -0.806 -1.977 -0.519
*
```

***

[7]
C2H3O2Tm as an isolated structure at a distorted geometry, computed with ωB97M-V with the def2-TZVPD basis set.

**F_max**: 6.7 eV Å⁻¹
**Energy relative to the best compared isomer or geometry (same formula, charge and spin)**: 279.8 kJ/mol
**<S²>**: 3.757
**Orbital gap (spin up / spin down)**: 7.255 / 7.158 eV

ORCA input file:
```
! wB97M-V def2-TZVPD RIJCOSX def2/J DEFGRID3
* xyz 1 4
Tm -0.330 0.849 -2.820
O -1.273 2.580 -2.396
O -0.493 -1.081 0.370
H 0.020 -0.220 2.169
H 0.995 0.353 0.747
H 1.265 -1.308 1.433
C 0.546 -0.505 1.255
C -0.730 -0.668 -0.759
*
```

***

[8]
A 2-piece molecular cluster, C2H3O3 overall at a distorted geometry, computed with ωB97M-V with the def2-TZVPD basis set.

**F_max**: 4.5 eV Å⁻¹
**Energy relative to the best compared isomer or geometry (same formula, charge and spin)**: 387.5 kJ/mol
**Orbital gap**: 6.417 eV

ORCA input file:
```
! wB97M-V def2-TZVPD RIJCOSX def2/J DEFGRID3
* xyz -1 1
H 0.364 -0.082 1.808
H -1.056 -0.550 -0.942
C 1.479 0.215 1.876
O -1.952 -0.598 -1.206
O 1.903 0.549 0.759
C 1.141 0.798 -0.750
H -2.542 -0.070 -0.553
O 0.664 -0.262 -0.992
*
```

***

> Which of these has the lowest F_max?

C2H3O2P